94
Properties=species:S:1:pos:R:3 method="wB97M-V/def2-TZVPD" lumo_ev=-4.885 total_energy_ha=-5001.3173 charge=+1 fmax_ev_per_a=2.2 multiplicity=1 homo_lumo_gap_ev=6.93
C -4.03606 2.28548 0.44121
C -4.03896 0.75354 -0.01248
C -4.01637 0.57595 -1.56692
C -2.54823 0.43970 -2.16149
C -2.42905 1.06484 -3.60416
C -1.04167 1.71367 -3.93812
C -0.91729 3.23481 -3.51241
C -0.80760 3.31867 -1.94366
C -0.06386 4.59322 -1.40746
C 1.49337 4.42253 -1.28812
C 2.02499 5.10167 0.03717
C 2.77772 4.04857 0.95552
C 1.76424 3.17518 1.77835
C 2.26380 1.70047 2.04623
C 1.06074 0.76393 2.44038
C 1.68014 -0.56737 3.02526
N 0.53582 -1.35922 3.59450
Br 0.27036 -0.73653 5.38823
C -0.76843 -1.14874 2.87281
C -0.63216 -0.56656 1.41479
C -0.41733 -1.71853 0.36438
C 0.32948 -1.23643 -0.92528
F -1.70424 -2.13908 -0.03200
O 0.32530 0.47940 1.25561
H -3.62447 2.88340 -0.40659
H -5.06903 2.65015 0.64156
H -3.35842 2.43877 1.31320
H -4.97202 0.32146 0.43431
H -3.17789 0.26431 0.50469
H -4.53106 -0.39088 -1.79029
H -4.54757 1.39972 -2.09820
H -2.33061 -0.65421 -2.25199
H -1.83129 0.85868 -1.41802
H -3.29062 1.75822 -3.77906
H -2.58251 0.22441 -4.33246
H -0.16156 1.16402 -3.53172
H -0.94136 1.69693 -5.05637
H -0.05220 3.72028 -4.03069
H -1.83911 3.78978 -3.82015
H -1.84181 3.25651 -1.51779
H -0.26922 2.39262 -1.60232
H -0.49873 4.81772 -0.39712
H -0.32193 5.47831 -2.04338
H 1.83035 3.36006 -1.29545
H 2.00807 4.93884 -2.13377
H 2.74289 5.92987 -0.18890
H 1.21488 5.54404 0.66624
H 3.38721 4.65701 1.67244
H 3.42820 3.39988 0.31688
H 0.73432 3.17156 1.35244
H 1.68215 3.65564 2.79005
H 2.84574 1.28954 1.18359
H 3.00492 1.77344 2.88665
H 0.46304 1.31275 3.20853
H 2.15990 -1.14357 2.19848
H 2.40362 -0.26680 3.81271
H 0.75153 -2.35604 3.71196
H -1.49605 -0.56610 3.48158
H -1.23752 -2.16221 2.76078
H -1.63374 -0.11951 1.17161
H 0.07982 -2.61522 0.79818
H 0.60752 -2.16013 -1.49029
H 1.29740 -0.73404 -0.67222
H -0.28458 -0.55758 -1.55342
C -3.44298 -4.00517 -1.94478
C -4.02753 -5.12021 -2.81805
C -5.44984 -4.70161 -3.20526
S -5.46168 -2.90982 -3.20303
O -6.33753 -2.45532 -2.14910
O -5.58228 -2.42976 -4.55892
C -3.77324 -2.70306 -2.66219
H -2.36835 -4.12101 -1.80264
H -3.91756 -4.01937 -0.95962
H -3.41891 -5.23361 -3.71929
H -4.02740 -6.08043 -2.30084
H -5.72185 -5.06061 -4.19616
H -6.18138 -5.04313 -2.47337
H -3.69587 -1.82718 -2.02048
H -3.15294 -2.57451 -3.55083
C 7.53240 -2.12439 2.70654
C 7.10797 -2.44474 4.14274
C 5.63896 -2.03617 4.28795
S 4.91630 -2.18128 2.65496
O 4.53383 -0.86133 2.20076
O 3.98650 -3.29122 2.63918
C 6.41667 -2.65824 1.81591
H 8.49238 -2.57595 2.45787
H 7.62554 -1.04211 2.58136
H 7.21101 -3.51789 4.32247
H 7.73274 -1.93000 4.87270
H 5.10384 -2.68848 4.97662
H 5.54204 -0.99835 4.60791
H 6.42816 -2.23799 0.81166
H 6.43806 -3.74788 1.76792